The following is a DFT calculation (ωB97M-V/def2-TZVPD) of 10 unconnected molecules or ions with the total composition C14H36N8O22 at a distorted geometry.

Each line ends with the Mulliken charge.
Positions of all 80 atoms, in Å:
O1 4.102 4.852 -1.275  -0.5008
O2 2.209 -4.372 -0.063  -0.6226
O3 1.278 -3.265 -1.819  -0.2877
O4 -4.015 -2.463 -2.931  -0.5541
O5 1.169 -5.434 -1.749  -0.3129
O6 -5.538 1.191 1.732  -0.5591
O7 2.723 5.014 0.422  -0.5062
O8 0.630 -0.717 -4.352  -0.5060
O9 -2.805 -2.946 3.635  -0.5709
O10 -0.037 3.335 4.629  -0.0670
O11 3.201 0.715 2.782  -0.5345
O12 -0.979 0.387 -0.660  -0.5650
O13 -1.326 -3.445 1.981  -0.1426
O14 2.054 3.039 4.944  -0.3367
O15 3.700 1.840 0.938  -0.4501
O16 1.233 1.269 -3.976  -0.5356
O17 -0.385 1.379 1.091  -0.3411
O18 -6.491 -0.704 1.090  -0.5367
O19 -1.674 4.374 0.343  -0.5247
O20 -1.916 4.837 2.360  -0.5852
O21 -0.972 -1.740 3.186  -0.2728
O22 -2.784 -3.671 -1.679  -0.4980
N1 3.021 5.036 -0.768  0.8849
N2 -2.885 -2.741 -2.472  0.8861
N3 1.150 0.329 -4.740  0.8520
N4 -5.526 0.054 1.264  0.9289
N5 1.170 3.361 4.231  1.0011
N6 -2.282 4.215 1.363  0.9743
N7 3.660 0.809 1.605  0.9271
N8 -0.141 1.067 -0.069  0.8839
C1 1.034 1.641 -0.800  0.1992
C2 1.576 -4.346 -1.135  0.7587
C3 -1.790 -2.674 3.047  0.6664
C4 -3.290 3.204 1.570  -0.6775
C5 1.918 -6.634 -1.673  -0.7065
C6 -1.030 -0.629 4.072  -0.5068
C7 4.171 -0.429 0.986  -1.0078
C8 1.447 3.794 2.817  -0.0592
C9 1.960 5.399 -1.749  -0.6474
C10 1.534 -1.993 -1.422  -0.6128
C11 -1.705 -1.926 -2.977  -0.3789
C12 -4.153 -0.383 1.079  -0.1374
C13 1.784 0.496 -6.090  -0.8497
C14 -2.056 -4.611 1.674  -0.7691
H1 2.506 -1.866 -0.947  0.6273
H2 1.391 -1.319 -2.268  0.0366
H3 -1.712 -5.445 2.286  0.3186
H4 5.215 -0.530 1.283  0.3733
H5 -3.784 -0.993 1.903  0.2371
H6 -0.856 0.288 3.509  -0.0035
H7 2.485 1.326 -6.007  0.3371
H8 1.296 2.478 -0.154  -0.2580
H9 2.179 4.600 2.867  0.4203
H10 -3.515 0.481 0.889  -0.2104
H11 4.082 -0.323 -0.095  0.3703
H12 -2.109 -4.870 0.617  0.2129
H13 -1.629 -1.134 -2.233  0.0978
H14 1.459 -7.366 -2.337  0.2482
H15 -1.966 -0.502 4.616  0.4016
H16 -4.201 3.606 2.013  0.3399
H17 2.373 -0.392 -6.321  0.3488
H18 3.655 -1.302 1.386  0.3555
H19 -3.582 2.923 0.558  0.2812
H20 2.007 -6.966 -0.638  0.3138
H21 0.518 4.051 2.307  0.0817
H22 -0.333 -0.684 4.908  0.3201
H23 2.944 -6.535 -2.028  0.3145
H24 2.399 5.643 -2.716  0.3243
H25 0.957 -1.701 -0.545  0.2562
H26 -2.731 2.564 2.253  0.2478
H27 0.637 1.895 -1.783  0.3323
H28 -0.844 -2.571 -3.153  0.2059
H29 -4.104 -0.952 0.151  0.2303
H30 -1.985 -1.494 -3.938  0.3264
H31 -3.131 -4.453 1.762  0.3500
H32 1.752 0.826 -0.708  -0.2609
H33 1.944 2.940 2.358  -0.1234
H34 1.258 6.139 -1.366  0.2947
H35 1.413 4.483 -1.971  0.1575
H36 1.065 0.640 -6.896  0.2949

Calculated values
LUMO (alpha / beta) = -6.18 / -9.60 eV
charge = +1
gap between HOMO and LUMO (alpha / beta) = 0.227 / 0.101 Ha
energy = -2647.15154 hartree
multiplicity = 2